Entry 1:
Molecular formula: C39H36AsN3OS2V
Method: DFT, the ωB97M-V functional and the def2-TZVPD basis

XYZ file:
```
83
Properties=species:S:1:pos:R:3:forces:R:3:mulliken_spin:R:1
V 1.179851 -0.564371 0.594964 1.114 1.060 0.115 1.195
S 2.526967 -0.349329 4.796249 0.209 -0.024 0.259 0.006
C 0.840687 -0.571224 4.903360 -0.052 0.040 0.149 -0.009
C 0.236859 -0.550848 3.681936 -0.006 0.035 -0.284 0.014
C 1.172309 -0.368012 2.611544 -0.204 -0.066 0.128 -0.140
C 2.450485 -0.259393 3.097656 0.249 -0.022 -0.161 0.083
C 3.578661 -0.213335 2.173737 -0.470 -0.085 -0.180 -0.038
C 4.909628 -0.175235 2.527713 0.279 0.108 0.098 0.003
C 5.875445 -0.215097 1.536713 0.098 0.004 0.059 -0.002
C 5.492547 -0.293128 0.201768 0.178 0.011 0.060 0.001
C 4.156570 -0.335954 -0.097608 -0.431 0.092 0.465 0.003
N 3.191291 -0.294667 0.863605 0.845 -0.095 0.004 0.010
H 0.373290 -0.690672 5.873845 0.079 0.026 -0.148 0.000
H -0.833250 -0.654548 3.564685 0.034 0.005 -0.025 0.002
H 5.182071 -0.120152 3.574520 0.016 -0.005 -0.068 0.001
H 6.926681 -0.193905 1.802067 -0.085 0.010 -0.012 0.000
H 6.221586 -0.329116 -0.595992 -0.025 0.003 0.048 0.000
H 3.821809 -0.403918 -1.117130 -0.130 -0.039 -0.127 -0.003
C -2.077779 -2.582180 -4.299912 0.033 0.096 0.061 0.001
C -0.591698 -2.896084 -4.400598 -0.008 0.227 0.071 -0.002
N 0.275454 -1.852759 -3.775009 -0.057 -0.054 -0.355 0.018
C 0.924648 -0.901594 -4.704043 -0.171 -0.013 0.039 -0.003
C 0.064572 0.326075 -4.975828 -0.044 -0.038 0.096 0.003
C 0.394254 -1.752707 -2.472698 -0.306 0.112 0.171 0.005
S 1.315329 -0.414719 -1.829581 0.046 -0.294 -0.204 -0.007
N -0.294534 -2.724913 -1.771139 0.418 0.292 -0.417 -0.006
C -0.413643 -2.779353 -0.512839 0.163 0.313 0.331 -0.004
O 0.112079 -1.784258 0.290714 -1.629 -2.346 -0.368 -0.055
C -1.102729 -3.847304 0.190945 0.078 0.170 0.241 -0.002
C -1.129920 -3.866490 1.588882 -0.024 -0.019 -0.002 0.003
C -1.768354 -4.900308 2.248286 -0.013 -0.006 0.013 0.000
C -2.378649 -5.909752 1.514797 -0.040 -0.073 0.026 0.001
C -2.357988 -5.887414 0.124046 -0.056 -0.092 -0.002 -0.001
C -1.721222 -4.860521 -0.541767 -0.041 -0.019 -0.101 0.000
H -2.645227 -3.387212 -4.768097 0.027 0.025 0.005 0.000
H -2.326067 -1.652790 -4.814439 0.011 -0.057 0.030 0.000
H -2.394588 -2.499989 -3.259328 0.008 -0.024 -0.056 0.000
H -0.289756 -2.941815 -5.441505 0.054 -0.017 -0.065 0.000
H -0.361729 -3.850799 -3.944819 0.051 -0.097 0.115 0.001
H 1.117991 -1.451042 -5.620221 0.012 -0.047 -0.052 0.000
H 1.884043 -0.615349 -4.288996 0.107 0.010 0.085 0.001
H -0.858051 0.059314 -5.492529 0.038 0.009 0.013 0.000
H 0.617144 1.020750 -5.610657 -0.023 -0.042 0.034 0.000
H -0.188623 0.840087 -4.044805 0.039 -0.079 -0.119 0.000
H -0.646361 -3.083400 2.155399 0.035 0.037 0.030 0.001
H -1.789212 -4.925008 3.330504 0.010 0.001 -0.055 0.000
H -2.872918 -6.724136 2.030982 0.015 0.047 -0.034 0.000
H -2.839548 -6.677028 -0.437870 0.016 0.022 0.028 0.000
H -1.698338 -4.828680 -1.623015 0.012 -0.016 0.034 0.000
C -4.476115 1.049779 2.302016 -0.040 0.053 0.020 0.000
C -3.896690 2.306621 2.166885 -0.086 0.005 0.025 0.000
C -2.589313 2.428411 1.722466 -0.103 -0.073 0.099 0.002
C -1.865801 1.283694 1.407683 0.083 -0.147 0.042 -0.010
C -2.444130 0.025557 1.533431 -0.106 0.123 -0.031 0.004
C -3.752382 -0.090438 1.984828 0.018 -0.007 -0.009 0.001
As -0.074623 1.538344 0.750066 -0.539 1.032 -0.018 -0.070
C -0.322042 2.343815 -0.988220 0.048 -0.105 -0.028 -0.010
C -1.585011 2.434889 -1.553981 0.041 0.069 -0.118 -0.005
C -1.732912 3.005967 -2.815106 -0.005 0.023 -0.021 0.000
C -0.624152 3.476192 -3.503029 -0.028 0.059 0.027 -0.002
C 0.645076 3.361060 -2.943742 -0.001 0.045 0.006 0.002
C 0.796126 2.787826 -1.691739 -0.093 0.028 -0.121 0.006
C 0.610954 3.002283 1.825304 0.019 -0.112 -0.001 0.008
C 0.902217 4.227269 1.235703 0.046 0.069 0.141 -0.005
C 1.285435 5.300282 2.032380 0.023 0.018 -0.027 0.000
C 1.372188 5.155377 3.408165 0.002 0.031 0.008 -0.002
C 1.068828 3.933270 3.994959 0.028 0.009 0.048 0.001
C 0.689692 2.857566 3.208539 0.082 0.198 -0.073 -0.008
H -5.495733 0.960688 2.658320 0.066 0.016 -0.031 0.000
H -4.464905 3.196101 2.410409 0.029 -0.048 -0.003 0.000
H -2.139799 3.405827 1.627998 0.045 0.122 0.001 0.000
H -1.890797 -0.865555 1.286130 0.089 -0.137 -0.032 0.004
H -4.203591 -1.070157 2.088207 0.027 0.048 -0.009 0.000
H -2.453698 2.075824 -1.022978 -0.090 -0.016 0.040 0.000
H -2.720180 3.086871 -3.254665 0.056 0.004 0.034 0.000
H -0.745623 3.934340 -4.477852 0.007 -0.039 0.056 0.000
H 1.513350 3.721187 -3.483334 -0.050 -0.018 0.036 0.000
H 1.787216 2.692342 -1.266847 0.106 0.019 0.049 -0.001
H 0.816678 4.371572 0.172570 -0.018 0.022 -0.117 -0.001
H 1.508374 6.253856 1.568936 -0.019 -0.052 0.027 0.000
H 1.663301 5.997005 4.025704 -0.011 -0.058 -0.044 0.000
H 1.120824 3.817947 5.071583 -0.013 0.007 -0.074 0.000
H 0.435207 1.928640 3.680752 -0.072 -0.273 0.127 0.003
```
Forces are in eV/Å.

Its HOMO energy (alpha / beta) is -13.787 / -13.845 eV. As for the multiplicity: 2. Its lowest unoccupied orbital energy (alpha / beta) is -7.08 / -6.75 eV. The calculation puts the HOMO-LUMO gap (alpha / beta) at 6.705 / 7.096 eV. Its total charge is +2.

---

Entry 2:
Molecular formula: C36H21AsClF9INO7PSW
Method: DFT, the ωB97M-V functional and the def2-TZVPD basis

XYZ file:
```
80
Properties=species:S:1:pos:R:3:forces:R:3:lowdin_charge:R:1
W 1.584862 -1.075106 -0.227841 1.190 0.820 -1.271 1.739
Cl -0.692655 -6.127019 3.390909 0.036 0.055 -0.024 0.767
C -0.013707 -4.627426 2.873960 -0.025 -0.045 -0.008 -0.588
C 0.849895 -3.957520 3.689697 0.087 0.157 -0.031 -0.140
C 1.410463 -2.719817 3.292948 -0.225 -0.637 0.052 -0.642
I 2.686386 -1.753177 4.582208 0.116 0.191 0.025 1.064
C 1.073812 -2.181394 2.080758 -0.361 0.715 0.432 -0.384
O 1.533791 -0.937372 1.710436 -0.517 -0.890 -0.287 -0.312
C 0.142209 -2.850259 1.236079 -0.087 0.035 0.767 -0.184
N -0.215878 -2.233086 0.061092 0.885 -0.550 0.303 -0.065
C -0.959211 -2.880011 -0.813006 -0.506 -0.182 0.040 -0.070
C -1.518936 -4.139258 -0.518779 0.190 0.475 -0.039 0.013
C -1.240839 -4.728284 0.683209 0.110 -0.002 0.233 0.036
C -0.374562 -4.094144 1.612919 -0.457 -0.305 -0.361 -0.147
H 1.100568 -4.369225 4.657165 0.008 -0.004 -0.005 0.106
H -1.142976 -2.400892 -1.763282 0.111 0.036 -0.038 0.108
H -2.142786 -4.615431 -1.260240 -0.028 -0.017 0.034 0.124
H -1.662695 -5.691691 0.938383 0.015 0.005 -0.024 0.107
O 0.950158 -2.568825 -3.297244 -0.037 0.244 -0.225 -0.400
As 2.605698 -2.148932 -2.614287 0.473 -0.359 -0.207 1.327
O 2.112279 -2.749567 -0.807666 0.007 0.757 -0.117 -0.575
O 1.551039 -0.622856 -1.994347 -0.717 0.034 0.790 -0.593
C 4.005320 -0.352779 -2.592865 0.931 0.721 -0.627 -0.249
C 4.501198 -0.181586 -3.890007 -0.327 -0.361 0.181 -0.133
C 5.370735 0.839930 -4.244629 0.224 0.421 0.097 -0.056
C 5.830079 1.760949 -3.305160 -0.030 -0.165 -0.167 -0.058
C 5.404819 1.652030 -1.992626 -0.076 -0.237 -0.216 -0.043
C 4.523002 0.617469 -1.698901 -0.465 -0.377 -0.001 -0.323
S 3.931978 0.451062 -0.084020 -1.560 -0.883 0.624 0.677
O 4.687661 1.028810 0.963362 0.215 0.151 -0.373 -0.194
O 2.426555 0.848813 -0.054395 0.852 -0.059 0.264 -0.470
O 3.659921 -1.062551 0.006778 0.129 0.520 0.235 -0.429
H 1.086576 -3.262636 -3.955310 -0.044 -0.068 0.002 0.017
H 4.204012 -0.876935 -4.674468 -0.009 -0.037 0.028 0.089
H 5.707215 0.932237 -5.269997 -0.014 -0.067 0.004 0.113
H 6.527964 2.534842 -3.592782 -0.021 0.009 -0.001 0.114
H 5.764487 2.323366 -1.223893 -0.053 -0.034 0.055 0.123
F -5.463591 1.736790 -4.224815 -0.020 0.036 -0.007 0.160
C -4.918104 0.521410 -4.085390 0.044 -0.022 0.045 -0.593
F -4.481496 0.126597 -5.286306 -0.004 -0.003 -0.024 0.151
F -5.900786 -0.316375 -3.713676 -0.025 -0.016 0.001 0.153
C -3.814217 0.535908 -3.057321 0.022 0.005 0.019 -0.097
C -2.539923 0.107675 -3.376532 0.010 0.012 0.025 0.019
C -1.545092 0.118692 -2.403827 0.024 -0.039 -0.102 -0.074
C -1.831912 0.552061 -1.115598 -0.080 0.094 0.013 -0.329
C -3.119649 1.007094 -0.810550 0.028 0.013 -0.021 -0.064
C -4.106208 0.991875 -1.774906 -0.063 0.007 -0.027 0.015
P -0.523652 0.663526 0.135284 0.183 -0.361 -0.082 1.107
C -1.256083 0.119901 1.704559 -0.055 0.048 0.031 -0.351
C -0.581908 0.411663 2.889886 -0.034 0.044 0.033 -0.077
C -0.977896 -0.171598 4.082912 0.017 0.025 0.007 0.007
C -2.049302 -1.050119 4.094229 -0.031 0.011 0.001 -0.098
C -2.748814 -1.325682 2.928002 0.010 -0.035 0.000 0.014
C -2.350385 -0.744004 1.736617 -0.011 -0.036 -0.032 -0.072
C -2.439757 -1.767593 5.360530 0.036 0.013 -0.055 -0.586
F -3.768816 -1.818299 5.509038 -0.030 -0.003 0.016 0.159
F -1.995981 -3.041890 5.328460 0.014 -0.036 0.013 0.141
F -1.921314 -1.192149 6.448650 0.001 0.007 0.027 0.157
C -0.199773 2.434002 0.284513 -0.089 0.112 0.013 -0.322
C 0.680437 3.040067 -0.607276 -0.031 0.075 -0.083 -0.062
C 0.845133 4.416854 -0.591377 0.025 -0.038 -0.033 0.020
C 0.128534 5.184301 0.310250 -0.011 0.011 0.019 -0.098
C -0.763220 4.590672 1.192576 -0.025 -0.001 0.031 0.012
C -0.932772 3.218122 1.178620 0.105 0.001 -0.021 -0.055
C 0.320702 6.679111 0.370330 -0.016 -0.063 -0.003 -0.592
F 0.932371 7.149547 -0.722686 0.015 0.024 -0.023 0.150
F -0.854431 7.313888 0.488684 -0.015 0.025 -0.001 0.153
F 1.067343 7.021758 1.432259 0.021 0.018 0.023 0.157
H -2.313191 -0.229599 -4.378239 0.001 0.002 0.006 0.129
H -0.549893 -0.207471 -2.676541 0.014 -0.004 0.046 0.078
H -3.354117 1.375955 0.180696 0.019 0.001 -0.014 0.116
H -5.103784 1.338840 -1.537677 0.006 0.003 -0.011 0.136
H 0.283956 1.061238 2.886666 -0.023 0.044 -0.026 0.126
H -0.439565 0.041978 4.996132 -0.008 0.014 -0.001 0.123
H -3.595143 -2.000427 2.949333 0.003 0.013 -0.003 0.134
H -2.886681 -0.985657 0.827723 0.009 0.003 0.022 0.107
H 1.238875 2.451934 -1.322509 -0.044 -0.026 0.021 0.105
H 1.528643 4.888108 -1.283710 -0.010 0.008 0.002 0.129
H -1.330837 5.200668 1.882894 0.008 0.000 -0.004 0.133
H -1.636138 2.768860 1.865953 -0.007 -0.048 0.017 0.109
```
Forces are in eV/Å.

As for the energy above the lowest of the compared OMol25 structures with the same formula, charge and spin: 110.9 kJ/mol. Its HOMO energy is -11.062 eV. Its lowest unoccupied orbital energy is -4.30 eV. The calculation puts the HOMO-LUMO gap at 6.763 eV. Its total charge is +1.